[1]
{
  "formula": "C14H50N8O11",
  "method": "wB97M-V/def2-TZVPD",
  "symbols": ["C", "C", "H", "H", "C", "C", "H", "H", "N", "H", "H", "O", "H", "H", "H", "H", "C", "C", "O", "H", "H", "N", "C", "H", "N", "H", "H", "O", "N", "O", "H", "H", "H", "N", "H", "O", "H", "O", "H", "O", "O", "H", "H", "C", "H", "C", "H", "H", "H", "H", "H", "H", "H", "H", "H", "C", "H", "H", "N", "N", "H", "H", "H", "H", "H", "H", "H", "C", "C", "N", "O", "H", "H", "H", "H", "O", "C", "H", "H", "H", "O", "C", "H"],
  "coordinates": [[2.825, -1.889, 3.181], [-2.444, -3.865, -3.986], [0.446, -0.660, 4.351], [0.261, -1.125, -4.382], [-0.836, 4.011, -2.230], [0.574, 3.880, -1.647], [-0.178, 1.198, -4.465], [-4.440, -0.840, 3.782], [1.858, -2.352, 2.418], [-2.196, 2.698, -1.591], [-1.782, 2.294, 2.421], [-1.670, 3.464, -1.272], [1.611, -1.589, 1.731], [1.282, -3.244, 2.499], [3.838, 0.840, 0.071], [-6.121, 1.049, 3.636], [3.406, 0.422, -1.894], [-0.243, 0.567, -3.588], [-0.554, -0.745, -3.976], [1.060, 3.083, 1.413], [2.712, -3.693, 4.068], [3.841, 0.171, -0.721], [-1.809, 3.344, 2.095], [-1.086, 0.897, -3.068], [-3.870, -0.328, 3.100], [-6.222, 1.428, 1.980], [0.625, 0.685, -2.968], [3.473, -0.705, 3.081], [-5.585, 0.977, 2.704], [3.366, 3.340, 0.151], [-0.748, -3.051, -0.808], [1.791, 2.090, 2.642], [-2.890, -0.667, 3.001], [3.303, 1.676, -2.105], [0.703, 4.267, -0.662], [-3.889, 0.880, 1.031], [3.801, -0.868, -0.349], [3.167, -0.496, -2.921], [4.889, 1.829, 1.402], [2.411, -3.312, -1.806], [-0.738, 3.598, 1.267], [0.888, -2.083, -2.301], [-2.114, -2.227, -2.409], [0.127, -3.632, -1.071], [-2.228, -3.112, -4.763], [-2.863, -2.951, -2.764], [-1.637, 3.973, 2.948], [-0.941, 3.412, -3.137], [3.077, -2.725, -2.181], [0.904, 2.883, -1.549], [0.468, -4.283, -0.303], [-1.099, 3.607, 0.380], [-2.777, 3.463, 1.602], [-3.838, -2.433, -2.974], [2.989, 1.802, -3.035], [3.049, 2.546, 1.197], [1.350, -1.900, -0.663], [3.454, 2.410, -1.433], [3.325, -2.835, 3.938], [1.829, 2.371, 1.675], [-4.208, -4.218, -4.726], [3.634, 0.899, 2.215], [-0.336, -2.230, 4.163], [1.209, 4.414, -2.393], [1.129, 0.729, 1.251], [-0.070, -4.196, -1.978], [4.047, -2.603, 4.601], [-0.540, -1.160, 4.204], [-4.421, 0.548, 2.284], [3.875, 1.652, 1.612], [-3.534, -4.704, -4.209], [-0.407, -0.411, 2.518], [-3.078, -3.586, -1.849], [-1.572, -4.545, -3.777], [-1.070, 5.056, -2.467], [-1.124, -0.770, 3.029], [-0.308, 0.205, 0.202], [-1.006, 0.712, 0.836], [-0.036, 0.894, -0.576], [-1.203, -0.867, 4.979], [0.734, -0.137, 1.047], [1.276, -2.619, -1.450], [-0.896, -0.607, -0.259]],
  "forces_ev_per_a": [[3.56, 3.25, -0.80], [0.30, 1.60, 2.11], [-0.59, -0.21, 0.12], [-0.91, 0.31, 0.48], [1.52, -0.60, -0.16], [0.08, 1.51, -2.34], [0.37, 0.40, -0.32], [0.33, 0.72, -0.59], [-2.54, 1.59, -2.59], [0.52, 0.93, 0.28], [-0.15, 0.04, 0.14], [-2.50, -1.12, 1.01], [-0.63, -1.55, 0.52], [1.54, 2.03, -0.07], [-0.04, -0.66, -1.37], [2.34, -0.83, -1.78], [-0.96, -5.22, -5.91], [0.03, -0.03, -1.02], [1.33, -1.10, -0.53], [1.23, -1.36, 0.48], [1.72, 1.62, 0.07], [1.16, -5.64, 5.82], [-0.51, -1.13, 1.06], [-1.38, 0.66, 1.11], [1.88, -1.98, 1.47], [1.74, -0.79, 1.09], [0.66, -0.24, 0.27], [-3.28, -4.15, 0.21], [-6.19, 3.24, -0.12], [-1.46, -2.64, 4.61], [-0.19, -0.15, 0.26], [-0.08, 0.00, 0.20], [-0.99, 0.67, -0.37], [-1.03, 2.77, -2.44], [-0.14, 0.96, 0.51], [-2.61, -1.30, 6.35], [0.16, 2.91, -1.36], [0.84, 3.55, 4.79], [-1.59, -0.38, 0.41], [1.16, -0.91, 0.37], [1.20, 0.40, -0.92], [-0.10, 0.49, -0.38], [-0.22, -0.10, -0.64], [1.46, 1.46, -1.29], [0.10, -0.84, -0.34], [-0.14, -0.91, 1.19], [-0.69, 0.36, 0.69], [0.29, 0.28, -0.24], [-0.24, 0.49, -0.17], [0.21, -1.39, -0.35], [0.05, -0.60, 0.79], [0.13, -0.09, -0.94], [0.10, 0.34, 0.18], [0.99, -0.32, -0.12], [-0.21, 1.07, -0.78], [0.74, 4.00, -6.24], [0.71, 0.50, 0.81], [-0.04, 0.31, 0.31], [-0.15, -2.67, 2.47], [-3.76, 2.23, 0.26], [0.56, -0.46, 0.52], [-0.23, -1.00, 0.92], [-0.14, -0.20, 0.55], [0.18, -0.37, 0.89], [0.49, -0.08, 0.09], [-0.22, -0.28, 0.08], [-0.18, -0.16, 0.05], [1.64, -0.30, 0.67], [3.31, 0.44, -6.19], [5.24, -0.20, 0.61], [-1.15, -0.34, -1.49], [0.32, 0.22, -1.27], [0.19, 0.41, -1.09], [-0.71, 1.00, -0.18], [-0.20, -0.14, 0.22], [-0.61, 0.40, -1.06], [-2.26, 0.29, -0.62], [-1.06, 0.58, -0.03], [0.50, 0.24, -0.49], [-0.41, -0.15, 1.19], [1.30, -0.67, 0.41], [-2.56, -0.82, -0.43], [0.85, -0.21, 0.38]],
  "mulliken_charge": [0.44, -0.19, 0.24, 0.31, -0.34, -0.65, 0.44, 0.19, -0.11, 0.28, 0.02, -0.61, -0.09, 0.32, 0.30, 0.20, 0.39, -0.65, -0.48, 0.19, 0.19, -0.27, -0.62, 0.18, -0.21, 0.29, 0.14, -0.82, -0.43, -0.81, 0.15, 0.32, 0.30, -0.22, 0.35, -0.61, 0.24, -0.75, 0.34, -0.70, -0.51, -0.22, -0.06, -1.12, 0.20, -0.58, 0.36, 0.33, 0.38, -0.13, 0.41, 0.34, 0.32, 0.37, 0.24, 0.21, -0.59, 0.32, -0.43, -0.33, 0.33, 0.26, 0.22, 0.43, -0.14, 0.16, 0.29, -0.81, 0.45, -0.38, -0.53, 0.34, 0.28, 0.20, 0.30, -0.66, 0.20, -0.07, -0.44, 0.38, 0.78, 1.46, 0.15],
  "charge": 0,
  "gap_ha": 0.333,
  "e_homo_ev": -8.905,
  "multiplicity": 1,
  "energy_ev": -49769.62851
}



[2]
{
  "formula": "C3H2O3Rh",
  "method": "wB97M-V/def2-TZVPD",
  "symbols": ["H", "O", "Rh", "C", "C", "C", "H", "O", "O"],
  "coordinates": [[-2.638, 0.471, -1.011], [-0.140, 0.885, 0.167], [1.585, 0.613, 0.157], [-1.297, 1.393, 0.347], [-2.484, 1.249, -0.249], [2.729, -2.211, 0.215], [-3.278, 1.980, -0.094], [2.950, -3.332, 0.273], [2.575, -1.048, 0.195]],
  "forces_ev_per_a": [[-0.05, 0.14, 0.16], [-7.43, 1.22, -0.11], [5.09, 0.43, 0.06], [3.34, 0.92, 1.59], [-2.58, -0.59, -1.99], [1.23, -3.81, 0.40], [0.03, -0.20, 0.27], [-0.56, 1.73, -0.22], [0.92, 0.16, -0.15]],
  "mulliken_charge": [0.31, -0.67, 1.88, 0.48, -0.30, 0.66, 0.34, -0.10, -0.59],
  "charge": 2,
  "gap_ha": [0.360, 0.284],
  "e_homo_ev": [-19.003, -21.154],
  "multiplicity": 6,
  "energy_ev": -12266.57135
}



[3]
{
  "formula": "H38O19",
  "method": "wB97M-V/def2-TZVPD",
  "symbols": ["O", "O", "H", "H", "H", "O", "O", "O", "H", "H", "H", "O", "H", "O", "H", "H", "H", "O", "H", "H", "H", "H", "O", "H", "H", "H", "H", "O", "O", "H", "H", "H", "H", "O", "H", "H", "O", "H", "H", "H", "O", "O", "H", "H", "O", "H", "O", "H", "O", "H", "H", "O", "H", "H", "H", "H", "H"],
  "coordinates": [[-0.462, -1.638, -4.801], [-2.165, 3.603, 2.164], [-0.766, 4.356, -2.930], [0.769, 0.125, 2.270], [-2.417, 0.763, 1.457], [0.235, 3.613, 3.376], [1.584, -0.873, 0.990], [-0.465, 1.987, -3.272], [1.801, -0.317, 0.293], [2.469, 2.780, -1.410], [-2.793, -0.365, 0.389], [-1.240, -3.903, -1.387], [1.419, 1.362, 2.739], [-0.891, 0.245, -1.787], [-1.767, -2.728, 3.735], [3.877, 3.249, 0.875], [-0.548, 0.479, -0.825], [3.536, -1.909, -0.446], [-2.145, -1.601, 2.786], [1.988, 0.943, -1.914], [2.568, -0.526, -1.211], [2.993, -2.666, -0.313], [-0.142, 4.546, -2.180], [3.067, 1.963, -0.410], [-0.441, -0.658, -1.912], [0.098, 2.775, 3.991], [0.441, -3.561, 3.136], [3.175, 2.256, -1.398], [1.770, 0.140, -1.253], [0.163, 1.788, -2.543], [1.874, -3.294, 3.342], [4.296, -2.061, -0.907], [0.322, 3.668, -1.900], [1.255, -3.948, 3.100], [-0.076, 2.922, 2.687], [-0.565, -0.708, -4.695], [2.945, 3.034, 0.994], [-2.262, -3.984, -1.752], [-1.048, -2.120, -4.092], [-4.781, -0.948, -1.003], [-2.266, -0.140, 1.161], [1.273, -2.575, -1.031], [2.647, 3.261, 1.923], [-1.317, 3.773, 2.262], [0.555, 0.887, 2.948], [-2.397, -2.896, 0.550], [-3.781, -0.599, -0.997], [-1.212, 1.592, -3.050], [-1.360, -1.973, 3.262], [-3.685, 0.453, -0.774], [0.853, -3.006, -0.231], [-3.357, -2.543, 0.691], [1.275, -1.740, 0.629], [0.567, -2.296, -1.586], [-0.728, -4.471, -2.017], [-3.552, -2.048, -0.149], [-2.566, 4.043, 1.514]],
  "forces_ev_per_a": [[-1.31, -2.94, 1.81], [-4.64, -4.64, 3.13], [1.25, -0.43, 1.15], [-1.07, 0.99, 1.43], [-0.08, 0.12, -0.14], [-1.06, -4.88, 0.12], [-1.49, -2.70, 3.87], [6.17, 3.93, -2.11], [0.33, 1.46, -2.16], [-4.35, 4.15, -0.51], [-0.04, 0.01, 0.47], [-3.42, -0.77, -2.31], [-1.49, -0.50, 0.82], [1.33, -2.51, 3.72], [0.40, 0.60, -0.21], [-0.07, 0.26, 0.41], [-1.10, -0.90, -2.65], [-1.41, 2.49, 1.85], [1.05, -0.05, 0.07], [0.27, -3.00, 2.34], [-1.56, 1.56, -0.56], [-0.01, -0.87, -0.39], [0.61, -1.70, 0.35], [0.56, 0.42, -2.49], [-0.97, 2.27, 0.24], [0.72, 2.78, -0.28], [-3.49, 1.88, 0.16], [4.16, -3.82, 2.22], [1.70, 0.76, -2.64], [-1.11, -0.20, -1.11], [1.01, 1.21, 0.44], [3.03, -1.26, -1.81], [-1.85, 2.59, -1.31], [2.41, -2.89, -0.76], [1.13, 1.64, 0.26], [-0.32, 1.18, 0.42], [-0.84, 0.26, 1.84], [4.00, 0.23, 1.49], [1.62, 1.82, -2.11], [3.02, 2.10, 0.13], [0.85, 0.29, 0.63], [-0.31, -1.91, 1.85], [0.78, -0.20, -1.55], [5.86, 2.11, 0.60], [2.63, -0.66, -2.40], [-2.60, 0.96, 0.41], [-2.77, 2.45, -0.33], [-4.91, -2.90, 1.71], [-1.35, -0.70, 0.00], [-1.17, -3.84, -1.17], [0.04, 0.11, -1.85], [2.16, -1.32, -1.33], [0.59, 2.16, 0.55], [-1.00, 0.07, -0.56], [-0.64, 0.60, 0.79], [0.69, -0.75, 1.39], [-1.95, 2.86, -3.94]],
  "mulliken_charge": [-0.64, -0.52, 0.33, 0.34, 0.29, -0.71, -0.44, -0.65, 0.42, 0.30, 0.32, -0.60, 0.33, -0.50, 0.29, 0.31, 0.37, -0.53, 0.28, 0.34, 0.33, 0.29, -0.64, 0.51, 0.11, 0.41, 0.29, -0.75, -0.73, 0.25, 0.31, 0.23, 0.35, -0.61, 0.27, 0.32, -0.63, 0.31, 0.31, 0.34, -0.50, -0.55, 0.30, 0.35, -0.72, 0.35, -0.69, 0.32, -0.59, 0.35, 0.40, -0.69, 0.11, 0.08, 0.30, 0.28, 0.28],
  "charge": 0,
  "gap_ha": 0.377,
  "e_homo_ev": -10.826,
  "multiplicity": 1,
  "energy_ev": -39513.80632
}



[4]
{
  "formula": "C23H28CrN5O2S2",
  "method": "wB97M-V/def2-TZVPD",
  "symbols": ["H", "H", "H", "C", "C", "H", "N", "C", "N", "H", "H", "C", "H", "H", "H", "C", "C", "H", "H", "H", "H", "C", "C", "C", "C", "H", "C", "C", "H", "C", "H", "H", "O", "N", "C", "C", "C", "N", "C", "S", "H", "C", "Cr", "H", "O", "H", "H", "C", "H", "C", "C", "H", "N", "H", "C", "H", "H", "H", "S", "H", "C"],
  "coordinates": [[2.055, 5.555, -1.436], [5.063, 2.726, 0.927], [-0.809, -2.197, 1.699], [-0.704, -3.403, -1.385], [-0.602, 0.576, 2.265], [2.697, -4.900, 2.190], [-0.314, -2.442, -0.327], [3.257, 2.734, -0.040], [1.104, 3.721, -1.318], [-3.906, 1.217, 1.745], [-1.744, -3.259, -1.666], [2.151, 4.541, -1.075], [4.074, 4.777, -0.208], [-2.743, -1.767, -2.611], [-3.688, 2.310, 3.898], [-0.065, 4.145, -2.087], [2.118, -2.283, -0.623], [-3.187, -1.580, 1.288], [-2.818, 1.672, -0.493], [-1.488, 2.304, 5.075], [-2.932, -1.804, -0.444], [3.247, 4.113, -0.415], [-2.445, -1.512, 0.489], [-2.825, 1.826, 3.459], [1.044, -2.837, 0.082], [4.184, 1.229, 0.909], [1.128, 2.414, -0.845], [3.623, -3.614, 0.734], [-2.625, -0.701, -4.037], [1.255, -3.789, 1.065], [0.120, 5.136, -2.494], [-0.948, 4.164, -1.453], [-0.622, 0.554, -3.312], [2.240, 1.944, -0.296], [-2.059, -1.281, -3.306], [-0.512, 1.202, 3.522], [-1.038, -0.369, -2.629], [-2.013, -0.093, 0.320], [-1.309, -2.476, 0.777], [0.816, -0.157, 1.573], [4.635, -3.898, 0.997], [2.544, -4.171, 1.404], [-0.104, -0.320, -0.814], [0.415, -4.227, 1.590], [0.067, 1.770, -1.010], [4.238, -2.245, -0.817], [-1.506, -2.056, -3.842], [-3.036, 0.608, -0.489], [-0.242, 3.437, -2.893], [3.410, -2.685, -0.275], [-1.598, 1.820, 4.112], [-4.042, 0.443, -0.099], [4.319, 2.165, 0.557], [-0.570, -4.424, -1.023], [-2.939, 1.203, 2.229], [0.452, 1.190, 4.014], [-3.012, 0.250, -1.512], [-0.069, -3.245, -2.255], [1.840, -1.106, -1.905], [-1.732, -3.479, 0.891], [-1.850, 0.576, 1.625]],
  "forces_ev_per_a": [[-0.02, -0.01, -0.02], [0.03, -0.01, 0.00], [0.09, 0.04, 0.07], [-0.09, 0.11, -0.13], [0.04, -0.05, 0.00], [0.01, 0.02, -0.01], [0.18, -0.05, 0.19], [-0.09, 0.06, -0.18], [-0.04, 0.16, -0.04], [0.03, -0.02, -0.01], [0.07, 0.00, 0.03], [-0.10, 0.09, -0.07], [-0.05, -0.02, -0.04], [-0.03, 0.00, -0.04], [0.02, -0.01, 0.00], [0.00, -0.01, 0.03], [0.03, 0.01, -0.03], [-0.07, 0.03, 0.02], [0.04, 0.02, 0.01], [0.00, -0.03, -0.02], [-0.02, 0.02, 0.01], [0.21, -0.03, 0.16], [-0.02, -0.03, -0.15], [-0.01, 0.02, 0.03], [0.04, -0.03, -0.05], [0.02, 0.01, -0.02], [-0.35, 0.14, -0.35], [0.04, 0.07, -0.09], [0.04, 0.00, 0.01], [-0.12, 0.02, 0.04], [0.05, 0.03, 0.02], [-0.01, 0.02, 0.04], [-0.15, -0.07, -0.13], [-0.02, -0.29, 0.17], [-0.08, -0.03, -0.04], [-0.13, 0.00, -0.07], [0.10, 0.40, -0.69], [0.09, 0.05, -0.02], [0.06, 0.16, 0.00], [-0.10, 0.02, -0.36], [-0.04, -0.01, -0.02], [0.01, -0.03, 0.03], [0.28, 0.01, 0.95], [0.02, 0.03, -0.01], [0.27, -0.65, 0.31], [0.02, -0.03, 0.06], [-0.03, 0.00, 0.03], [0.08, 0.04, -0.01], [0.01, -0.04, 0.00], [-0.12, -0.04, 0.01], [0.09, -0.04, -0.04], [-0.03, 0.01, 0.02], [-0.01, 0.06, 0.04], [-0.01, -0.03, 0.07], [-0.07, -0.11, -0.03], [-0.01, 0.03, 0.01], [0.00, -0.07, -0.02], [0.00, 0.02, 0.01], [-0.16, 0.04, 0.17], [0.02, -0.06, -0.01], [-0.02, 0.05, 0.14]],
  "mulliken_charge": [0.36, 0.22, 0.65, -1.58, 0.99, 0.40, 1.40, 0.85, 0.18, 0.30, 0.43, -0.19, 0.36, 0.34, 0.41, -0.84, 0.65, 0.34, 0.37, 0.38, 0.68, -1.02, -1.36, -0.90, -0.15, 0.23, 0.04, -0.58, 0.36, -0.12, 0.36, 0.24, -0.62, -0.01, -1.55, -0.99, 0.92, 2.02, -1.25, -0.39, 0.39, -1.00, 0.43, 0.38, -0.45, 0.45, 0.37, -1.69, 0.28, -0.78, -0.57, 0.46, -0.39, 0.38, -0.73, 0.46, 0.42, 0.27, -0.58, 0.50, -0.55],
  "charge": 0,
  "gap_ha": [0.262, 0.264],
  "e_homo_ev": [-6.541, -6.596],
  "multiplicity": 4,
  "energy_ev": -85944.88444
}